17
Properties=species:S:1:pos:R:3:forces:R:3 method="wB97M-V/def2-TZVPD" relative_energy_kj_mol=101.8 e_lumo_ha=0.03269 smiles="C=C(N)CC.O" e_homo_ha=-0.308 max_force_ev_per_a=1.2
C -0.5842 -1.1835 -1.0888 1.0 -0.6 -0.3
C 0.2448 -0.2181 -0.6908 -0.9 0.4 0.4
N 1.6297 -0.3243 -0.7434 -0.4 -1.0 -0.2
C -0.2703 1.0459 -0.0407 0.5 0.3 -0.2
C -1.7634 1.1882 0.1909 -0.5 -0.9 0.1
H -1.6384 -1.1885 -0.9195 -0.3 0.2 -0.1
H -0.1447 -2.0778 -1.5249 -0.2 0.0 0.0
H 2.2075 0.4634 -0.5854 0.3 0.7 -0.2
H 2.0027 -1.0526 -1.3393 0.0 0.3 0.2
H 0.0108 1.8983 -0.6676 0.3 0.0 -0.1
H 0.2814 1.1938 0.8981 -0.2 -0.1 0.0
H -2.3121 1.5194 -0.6907 0.2 0.4 0.0
H -2.2632 0.2379 0.4246 0.4 0.2 0.3
H -1.9258 1.8553 1.0323 -0.2 0.2 -0.1
O 1.4224 -1.0395 2.3134 0.2 -0.9 -0.4
H 1.5957 -0.4238 1.5950 0.0 0.1 -0.1
H 1.5071 -1.8942 1.8368 -0.2 0.7 0.6